#a
Entry from the Open Molecules 2025 dataset: a 11-piece molecular cluster, C44H121N11O11 overall (ωB97M-V with the def2-TZVPD basis set).

As for the structure (SMILES): COC[C@H](C)N.COC[C@H](C)N.COC[C@H](C)N.COC[C@H](C)N.COC[C@H](C)N.COC[C@H](C)N.COC[C@H](C)N.COC[C@H](C)N.COC[C@H](C)N.COC[C@H](C)N.COC[C@H](C)N. The calculation puts the gap between HOMO and LUMO at 8.7 eV. The HOMO energy is -8.28 eV.

Structure (ORCA input):
```
! wB97M-V def2-TZVPD RIJCOSX def2/J DEFGRID3
* xyz 0 1
C -4.99523 -12.25358 -5.85526
C -6.27634 -11.88926 -6.62036
C -7.07003 -13.14384 -7.00007
O -6.24829 -14.14229 -7.57489
C -6.94344 -15.35643 -7.82261
N -7.15881 -11.03491 -5.83218
H -5.13155 -13.07415 -5.14853
H -4.50919 -11.37514 -5.43217
H -4.26060 -12.64762 -6.57166
H -5.91569 -11.43575 -7.54625
H -7.84772 -12.87820 -7.72461
H -7.54383 -13.51740 -6.08327
H -7.46348 -15.74923 -6.94365
H -6.12047 -16.05943 -7.97864
H -7.56529 -15.27757 -8.71433
H -7.41920 -11.51601 -4.97344
H -6.64543 -10.19899 -5.55741
C -3.88819 -21.23610 -11.77649
C -4.33101 -19.90522 -11.19359
C -4.61115 -20.09753 -9.70358
O -5.07840 -18.88135 -9.14279
C -5.32414 -19.03383 -7.74931
N -3.37420 -18.85769 -11.49841
H -4.74323 -21.90982 -11.86979
H -3.07995 -21.72195 -11.22556
H -3.53283 -21.12058 -12.80213
H -5.26729 -19.65016 -11.70230
H -3.60817 -20.29948 -9.30323
H -5.27260 -20.95847 -9.58178
H -4.41809 -19.23763 -7.17536
H -5.89294 -19.96937 -7.62132
H -6.01618 -18.28575 -7.37324
H -2.44260 -18.97835 -11.11763
H -3.71512 -18.00339 -11.06611
C -10.23897 -6.95420 -1.96231
C -9.10295 -6.90211 -2.94611
C -7.89565 -6.11784 -2.42278
O -6.76164 -6.34989 -3.23625
C -5.78017 -5.33380 -3.10899
N -8.74323 -8.31362 -3.28902
H -11.03092 -7.59450 -2.34140
H -10.67477 -5.94971 -1.86646
H -9.94739 -7.12698 -0.92286
H -9.49160 -6.40012 -3.83652
H -7.67067 -6.43348 -1.39339
H -8.13751 -5.05355 -2.32097
H -4.84117 -5.69476 -3.54133
H -5.50891 -5.20134 -2.05807
H -6.07943 -4.46500 -3.69573
H -8.61878 -8.75863 -2.37647
H -7.78057 -8.28675 -3.62573
C -9.30590 -9.60835 -9.02450
C -10.29747 -9.56877 -7.86668
C -11.75245 -9.68054 -8.31517
O -12.06340 -8.56604 -9.13647
C -13.43989 -8.50492 -9.38681
N -10.02117 -10.64771 -6.91101
H -9.44137 -8.72639 -9.65128
H -9.59564 -10.46395 -9.64200
H -8.26974 -9.66551 -8.69433
H -10.11131 -8.66766 -7.26599
H -12.40313 -9.69128 -7.43321
H -11.92419 -10.59956 -8.88517
H -13.71653 -7.63486 -9.98085
H -13.99424 -8.30214 -8.45425
H -13.86479 -9.43715 -9.76879
H -10.52022 -10.43397 -6.05084
H -9.05831 -10.75565 -6.59227
C -6.17930 -16.66998 -11.32933
C -6.32186 -15.41657 -12.19407
C -7.19116 -14.34934 -11.50700
O -7.37932 -13.27759 -12.37848
C -7.99919 -12.16900 -11.77043
N -4.94789 -14.90354 -12.42250
H -5.61213 -17.45343 -11.83019
H -7.17472 -17.04881 -11.08113
H -5.63957 -16.45539 -10.40889
H -6.82618 -15.65417 -13.13786
H -6.66220 -13.99573 -10.61162
H -8.13753 -14.82995 -11.21784
H -8.90678 -12.47141 -11.24703
H -8.19607 -11.40813 -12.52818
H -7.35464 -11.58374 -11.10410
H -4.47866 -15.47921 -13.11552
H -5.08056 -14.00427 -12.89053
C -5.61835 -13.41013 -1.90148
C -6.04853 -11.97624 -2.15957
C -7.53265 -11.79087 -2.29869
O -8.08859 -12.65894 -3.26656
C -9.42723 -12.37362 -3.57865
N -5.48665 -11.00835 -1.21438
H -6.08439 -13.72028 -0.95975
H -4.53239 -13.44744 -1.76310
H -5.78473 -14.13457 -2.69435
H -5.56058 -11.75467 -3.11737
H -7.68307 -10.75946 -2.65184
H -8.04615 -11.87351 -1.33481
H -9.44320 -11.38141 -4.05148
H -10.14187 -12.43590 -2.75196
H -9.79667 -13.06000 -4.34353
H -5.35341 -10.16239 -1.76075
H -4.55714 -11.22903 -0.88121
C -0.87801 -15.86858 -7.77808
C -2.11376 -16.69097 -7.37753
C -3.08069 -15.97016 -6.45174
O -3.69199 -16.96168 -5.64597
C -4.54062 -16.43227 -4.66929
N -2.71863 -17.06478 -8.65795
H -0.33086 -15.45168 -6.92299
H -1.09942 -14.94654 -8.32365
H -0.22508 -16.49282 -8.38259
H -1.75252 -17.55726 -6.81923
H -3.78559 -15.26683 -6.91351
H -2.56722 -15.26349 -5.76827
H -5.45152 -15.93842 -5.03032
H -3.97263 -15.70655 -4.07404
H -4.89914 -17.18923 -3.97065
H -3.59888 -17.52370 -8.42612
H -2.96475 -16.22319 -9.18672
C -4.90162 -8.40724 -7.31025
C -5.58471 -7.62797 -6.18999
C -6.97582 -7.16070 -6.56088
O -6.88415 -6.16322 -7.55953
C -8.11173 -6.08947 -8.27325
N -5.59920 -8.43327 -4.93054
H -4.00380 -8.92443 -6.97150
H -4.59096 -7.71748 -8.09805
H -5.58046 -9.11491 -7.79362
H -4.92779 -6.76920 -6.00187
H -7.49468 -6.74463 -5.68886
H -7.56802 -8.03463 -6.86311
H -8.22907 -6.94706 -8.94000
H -8.01446 -5.27016 -8.98879
H -8.96093 -5.92859 -7.61090
H -4.64847 -8.64473 -4.63682
H -5.86592 -7.70704 -4.25290
C -9.11990 -18.47035 -8.60091
C -9.30067 -19.76785 -9.39106
C -8.13803 -20.72890 -9.23811
O -8.35128 -21.81580 -10.12401
C -7.43310 -22.87918 -9.98346
N -10.59089 -20.35303 -8.95440
H -8.22763 -17.93758 -8.95193
H -8.97082 -18.64686 -7.53358
H -9.95673 -17.79572 -8.76684
H -9.42433 -19.51938 -10.44603
H -8.03052 -21.11880 -8.21751
H -7.19616 -20.20606 -9.43313
H -7.15718 -23.07018 -8.94259
H -6.56714 -22.71689 -10.62710
H -7.94591 -23.78347 -10.31503
H -10.43839 -20.86835 -8.08898
H -10.78980 -21.09994 -9.61917
C -11.00778 -13.97544 -8.81564
C -11.89647 -14.31267 -7.61923
C -11.11016 -15.06431 -6.53831
O -12.07220 -15.41883 -5.56881
C -11.57646 -15.93902 -4.36128
N -12.57567 -13.08087 -7.18549
H -10.68537 -14.88408 -9.33894
H -10.05150 -13.56460 -8.47636
H -11.46889 -13.34116 -9.56805
H -12.65275 -15.04141 -7.91777
H -10.35072 -14.43700 -6.04993
H -10.63302 -15.95153 -6.97302
H -11.08478 -15.16228 -3.76218
H -10.76262 -16.64605 -4.57820
H -12.36825 -16.45227 -3.82663
H -11.81938 -12.45418 -6.90782
H -13.03400 -13.26168 -6.29295
C -2.22004 -13.23298 -10.81786
C -3.20357 -13.06714 -9.66699
C -4.24692 -11.99773 -9.98576
O -3.57496 -10.74560 -10.01208
C -4.22406 -9.77111 -10.79780
N -3.89325 -14.37240 -9.52857
H -1.57518 -12.37158 -10.99585
H -2.70426 -13.51050 -11.75147
H -1.53771 -14.05048 -10.56721
H -2.68964 -12.80889 -8.73990
H -5.05572 -12.05987 -9.24416
H -4.74853 -12.18906 -10.94099
H -4.44212 -10.15715 -11.80105
H -3.58108 -8.89609 -10.83794
H -5.19955 -9.50099 -10.37196
H -4.30221 -14.63313 -10.44491
H -4.71459 -14.29064 -8.92815
*
```



#b
Entry from the Open Molecules 2025 dataset: a 11-piece molecular cluster, C44H121N11O11 overall (ωB97M-V with the def2-TZVPD basis set).

As for the structure (SMILES): COC[C@H](C)N.COC[C@H](C)N.COC[C@H](C)N.COC[C@H](C)N.COC[C@H](C)N.COC[C@H](C)N.COC[C@H](C)N.COC[C@H](C)N.COC[C@H](C)N.COC[C@H](C)N.COC[C@H](C)N. The calculation puts the gap between HOMO and LUMO at 9.0 eV. The HOMO energy is -8.57 eV.

Structure (ORCA input):
```
! wB97M-V def2-TZVPD RIJCOSX def2/J DEFGRID3
* xyz 0 1
C 2.75834 -1.39041 1.14254
C 2.32944 -2.83708 0.89488
C 0.82234 -3.07693 0.96391
O 0.35716 -2.64384 2.19549
C -1.04086 -2.67856 2.32644
N 2.93094 -3.45806 -0.27073
H 2.63343 -0.67775 0.32033
H 3.81934 -1.40319 1.40716
H 2.22367 -0.95328 1.99158
H 2.76470 -3.36935 1.74741
H 0.59575 -4.13499 0.77334
H 0.41286 -2.49827 0.11868
H -1.38362 -3.69799 2.11114
H -1.47799 -2.04176 1.54880
H -1.38393 -2.31990 3.28992
H 3.88111 -3.75782 -0.07409
H 3.07166 -2.78864 -1.02669
C -1.80505 0.51091 -4.77154
C -2.32225 1.01047 -6.10138
C -3.22283 0.00012 -6.78919
O -3.64631 0.47028 -8.04765
C -4.57387 -0.35331 -8.70025
N -3.20054 2.17399 -5.80076
H -2.59422 0.07326 -4.15992
H -1.41455 1.37305 -4.22120
H -0.97648 -0.20413 -4.76480
H -1.54904 1.24940 -6.84597
H -4.12237 -0.30837 -6.24604
H -2.56963 -0.88444 -6.90138
H -4.23587 -1.39395 -8.77556
H -4.66071 0.06983 -9.70146
H -5.57754 -0.35025 -8.25416
H -3.72215 2.34689 -6.66146
H -2.69748 3.03840 -5.62048
C 0.31648 5.75764 0.58858
C -0.38941 6.20833 1.88430
C -1.82023 5.69746 1.85363
O -2.48257 6.10146 3.04269
C -3.02338 5.03305 3.79615
N 0.33886 5.56027 2.96808
H 1.37515 5.92873 0.77632
H -0.11458 6.14510 -0.33616
H 0.14085 4.68413 0.45966
H -0.41185 7.30141 1.97117
H -1.86517 4.63492 1.58820
H -2.34540 6.16841 1.00818
H -3.38208 5.39178 4.75765
H -2.20540 4.32311 3.98414
H -3.82305 4.46461 3.30683
H 1.33028 5.72055 2.98417
H -0.11838 5.69887 3.85806
C 2.76475 -2.78836 -5.05674
C 1.43988 -2.39013 -4.43035
C 0.27594 -3.10361 -5.10570
O -0.88974 -2.90459 -4.33225
C -1.95863 -3.68157 -4.80185
N 1.57367 -2.70870 -3.00899
H 3.01507 -3.84381 -4.97179
H 3.50106 -2.09308 -4.65084
H 2.86214 -2.54246 -6.12139
H 1.24908 -1.33320 -4.61149
H 0.47632 -4.17677 -5.23099
H 0.08974 -2.71906 -6.11716
H -1.69285 -4.74608 -4.72077
H -2.33585 -3.38492 -5.77900
H -2.75338 -3.65229 -4.04957
H 1.76968 -3.70026 -2.86119
H 0.60916 -2.67662 -2.65631
C 4.58482 0.30517 -3.79543
C 4.80957 1.28826 -2.64843
C 3.73096 2.35175 -2.43367
O 4.18028 3.00709 -1.25258
C 3.22545 3.86470 -0.64458
N 5.00852 0.41608 -1.46209
H 5.28826 -0.51430 -3.83815
H 4.43486 0.86240 -4.72694
H 3.57108 -0.07751 -3.59993
H 5.78739 1.78006 -2.71772
H 2.76776 1.86856 -2.23580
H 3.76503 3.08600 -3.24356
H 3.67603 4.14415 0.30455
H 2.29585 3.29995 -0.51058
H 3.03986 4.75082 -1.26059
H 4.29426 -0.31526 -1.38098
H 4.86319 0.89238 -0.57313
C 3.81097 -0.95724 -8.58264
C 2.32270 -0.71900 -8.33271
C 1.93741 0.50256 -7.51228
O 2.24869 0.31776 -6.15043
C 1.67600 1.26588 -5.28934
N 1.61758 -0.59043 -9.68565
H 3.97904 -1.91283 -9.08050
H 4.34356 -0.99258 -7.62402
H 4.23233 -0.15514 -9.18830
H 1.82695 -1.54712 -7.81984
H 0.84249 0.53403 -7.65022
H 2.29514 1.48272 -7.87294
H 0.76089 1.72065 -5.69395
H 2.35529 2.13078 -5.21829
H 1.45980 0.94502 -4.27217
H 1.99723 0.26507 -10.07963
H 1.96605 -1.41819 -10.15309
C -1.04254 0.89091 7.69670
C -1.04271 0.37165 6.26755
C -1.83226 -0.90276 5.99637
O -1.02099 -1.99704 6.39115
C -1.67007 -3.28937 6.33341
N -1.56744 1.40627 5.33720
H -1.85332 1.60562 7.83517
H -0.05153 1.23252 7.98745
H -1.24332 0.07421 8.40067
H -0.01100 0.12929 5.97977
H -1.94563 -1.03881 4.91409
H -2.81838 -0.79880 6.46784
H -1.91455 -3.63345 5.32266
H -2.55554 -3.19566 6.97348
H -0.90522 -3.92412 6.78429
H -1.19662 1.16866 4.41886
H -1.05401 2.26110 5.55185
C 9.76632 -0.11352 0.87018
C 8.23907 0.06209 0.77219
C 7.92076 1.53569 1.05253
O 6.57069 1.77224 1.42495
C 6.11696 1.35486 2.66159
N 7.83119 -0.43381 -0.58842
H 10.27292 0.51365 0.13853
H 10.03122 -1.16507 0.90590
H 10.04625 0.29088 1.85022
H 7.78039 -0.62369 1.48655
H 8.19386 2.16320 0.20935
H 8.45327 1.73567 2.00199
H 6.43232 0.33831 2.91172
H 5.02385 1.29380 2.64598
H 6.35317 2.08355 3.44295
H 6.88056 -0.14156 -0.93652
H 8.36485 0.17785 -1.22345
C -6.36450 -0.81998 8.96956
C -5.21880 -0.01363 8.34692
C -5.62850 1.32743 7.76944
O -4.48782 2.02344 7.29446
C -4.30182 1.85407 5.91358
N -4.22566 0.23684 9.42243
H -6.05925 -1.86865 8.88935
H -7.26821 -0.82883 8.35292
H -6.56032 -0.53503 9.99738
H -4.64423 -0.64353 7.64929
H -6.06944 1.91309 8.57755
H -6.33993 1.11791 6.96148
H -5.08665 2.43050 5.41714
H -4.28112 0.81764 5.57496
H -3.35046 2.29524 5.61879
H -3.91485 -0.60355 9.88346
H -3.46125 0.77468 9.03159
C -4.65944 -2.61404 2.75631
C -5.39888 -3.81369 2.17548
C -4.44329 -4.66101 1.33973
O -3.88460 -3.94780 0.28272
C -4.75624 -3.59238 -0.74285
N -6.12394 -4.52494 3.21378
H -4.27339 -1.94217 1.99341
H -3.98616 -2.94942 3.55254
H -5.33409 -1.92234 3.28150
H -6.14575 -3.34997 1.51959
H -4.98979 -5.55924 0.99749
H -3.74589 -5.16096 2.02436
H -5.59854 -2.97142 -0.42396
H -5.18758 -4.47534 -1.23868
H -4.21387 -3.07290 -1.53050
H -5.52072 -4.64533 4.02765
H -6.42229 -5.46635 2.98147
C -2.12820 0.70672 1.81124
C -0.63501 0.90668 1.81003
C -0.13427 1.04684 0.39107
O -0.33216 -0.13672 -0.37209
C 0.14991 -0.04702 -1.67021
N -0.24476 2.10128 2.57242
H -2.61919 0.61293 2.78156
H -2.55335 -0.04045 1.13286
H -2.68911 1.54482 1.35761
H -0.11320 0.09275 2.31658
H 0.96583 1.16640 0.38047
H -0.48841 1.93794 -0.15145
H -0.27294 0.83927 -2.14439
H -0.12182 -0.95583 -2.21780
H 1.24259 -0.14764 -1.78638
H -0.32026 2.94488 2.00003
H 0.75421 2.06359 2.76677
*
```



#c
Entry from the Open Molecules 2025 dataset: a 11-piece molecular cluster, C44H121N11O11 overall (ωB97M-V with the def2-TZVPD basis set).

As for the structure (SMILES): COC[C@H](C)N.COC[C@H](C)N.COC[C@H](C)N.COC[C@H](C)N.COC[C@H](C)N.COC[C@H](C)N.COC[C@H](C)N.COC[C@H](C)N.COC[C@H](C)N.COC[C@H](C)N.COC[C@H](C)N. The calculation puts the gap between HOMO and LUMO at 9.0 eV. The HOMO energy is -8.39 eV.

Structure (ORCA input):
```
! wB97M-V def2-TZVPD RIJCOSX def2/J DEFGRID3
* xyz 0 1
C 9.27611 19.14917 -17.07977
C 8.56771 20.43818 -17.43953
C 9.49748 21.56078 -17.86374
O 10.19834 21.93644 -16.67235
C 10.95786 23.11684 -16.86195
N 7.65563 20.19619 -18.56250
H 10.12045 19.39115 -16.43431
H 9.55205 18.57122 -17.96074
H 8.57153 18.54893 -16.50022
H 7.95367 20.82198 -16.61541
H 8.97678 22.42103 -18.29158
H 10.26480 21.15808 -18.53577
H 10.26446 23.90030 -17.17931
H 11.80304 22.96268 -17.53971
H 11.39970 23.41918 -15.91222
H 7.18702 21.03731 -18.87871
H 6.90410 19.53292 -18.43089
C 14.00988 13.76161 -28.46310
C 13.72652 15.15888 -27.93079
C 12.48550 15.25858 -27.04393
O 12.59346 14.24025 -26.06614
C 11.64505 14.38520 -25.03410
N 14.94068 15.52260 -27.13681
H 13.12144 13.36651 -28.96731
H 14.31460 13.09304 -27.66237
H 14.82109 13.79791 -29.18768
H 13.75546 15.92689 -28.70552
H 11.61118 15.13000 -27.69678
H 12.44836 16.23306 -26.54869
H 11.47656 15.40808 -24.68389
H 11.91501 13.77260 -24.17657
H 10.66695 14.01555 -25.36915
H 15.10066 16.52033 -27.18266
H 14.82731 15.24407 -26.17101
C 5.00740 20.42362 -14.40849
C 3.96809 19.38064 -14.82531
C 3.40209 19.66280 -16.23774
O 4.42483 19.56103 -17.18636
C 3.92752 19.70177 -18.50165
N 4.65810 18.05916 -14.84050
H 5.95703 20.28184 -14.92963
H 5.27110 20.43619 -13.35216
H 4.62368 21.41156 -14.68776
H 3.19077 19.38554 -14.05922
H 2.76148 20.55218 -16.29215
H 2.63160 18.87191 -16.30149
H 4.73187 20.03861 -19.15634
H 3.15796 20.47921 -18.54371
H 3.51177 18.77592 -18.90933
H 5.14742 18.11357 -15.73163
H 3.88308 17.39083 -14.92727
C 5.38995 11.07439 -24.47229
C 6.60252 11.83971 -23.98948
C 7.20751 11.23456 -22.73817
O 8.34058 11.99361 -22.34195
C 8.64770 11.90656 -20.95845
N 7.65619 11.92313 -25.01226
H 5.62938 10.00927 -24.55172
H 5.06679 11.38683 -25.46737
H 4.52177 11.16712 -23.81981
H 6.27186 12.85293 -23.70839
H 7.56464 10.21013 -22.88627
H 6.46154 11.29894 -21.93305
H 9.56281 12.44321 -20.73199
H 8.72197 10.85765 -20.66595
H 7.78604 12.35447 -20.45133
H 7.28033 12.37309 -25.84406
H 8.28509 12.63622 -24.64279
C 4.18502 15.02872 -16.92800
C 3.88017 14.42332 -15.55939
C 2.51059 14.82302 -15.04394
O 2.40878 16.23458 -14.92220
C 1.18081 16.68430 -14.40431
N 4.06040 12.98067 -15.54236
H 4.08321 16.10818 -16.81316
H 3.43568 14.66173 -17.63238
H 5.19985 14.78174 -17.23597
H 4.61450 14.88280 -14.87662
H 2.33469 14.34297 -14.07375
H 1.72352 14.54671 -15.75906
H 1.12017 17.73103 -14.69782
H 1.07203 16.55616 -13.32273
H 0.34244 16.13961 -14.85774
H 5.01389 12.74301 -15.79973
H 3.89278 12.58255 -14.62721
C 7.61515 15.69946 -19.77490
C 7.98013 15.77300 -21.24242
C 9.49711 15.69386 -21.46666
O 10.19775 16.76796 -20.90925
C 11.23844 17.32101 -21.66888
N 7.19149 14.86949 -22.06907
H 6.55283 15.89367 -19.62969
H 8.16687 16.41860 -19.16627
H 7.90136 14.71253 -19.40006
H 7.80994 16.79697 -21.60744
H 9.74066 15.63040 -22.54018
H 9.89129 14.72663 -21.10622
H 11.70016 18.11090 -21.08026
H 10.91695 17.71210 -22.64213
H 12.00842 16.56878 -21.86694
H 7.25121 15.12383 -23.05417
H 7.60947 13.93623 -22.00639
C 6.57946 11.96822 -17.87335
C 7.31602 11.13339 -16.83095
C 8.79954 11.15350 -17.09218
O 9.17362 10.41641 -18.23748
C 10.54329 10.46049 -18.53270
N 6.95038 11.73470 -15.52812
H 5.49476 11.98983 -17.80833
H 6.76226 11.51867 -18.85880
H 7.02890 12.95655 -17.99270
H 6.86238 10.14205 -16.84059
H 9.32373 10.75960 -16.20486
H 9.20064 12.17480 -17.17647
H 11.16645 10.07715 -17.71599
H 10.90694 11.48573 -18.70140
H 10.65702 9.91120 -19.46388
H 7.36690 11.16651 -14.79255
H 7.38784 12.64858 -15.41502
C 3.03196 14.22382 -24.35968
C 2.94822 14.58410 -22.87370
C 2.96836 13.35180 -21.99697
O 3.15748 13.77906 -20.65843
C 3.53896 12.72663 -19.80647
N 4.03618 15.52443 -22.62956
H 2.86053 15.08988 -24.99589
H 2.27900 13.46261 -24.59226
H 3.99698 13.78737 -24.63469
H 1.99782 15.11409 -22.75456
H 3.82495 12.71652 -22.26982
H 2.05643 12.75043 -22.09907
H 3.68333 13.13387 -18.80679
H 4.52515 12.32520 -20.08436
H 2.81083 11.91069 -19.81937
H 4.23428 15.57985 -21.63328
H 4.91385 15.13925 -22.97164
C 8.92510 16.64976 -25.25240
C 7.41992 16.73269 -25.40951
C 6.92030 17.25055 -26.75300
O 5.51887 17.23881 -26.81789
C 4.92077 18.33573 -27.49232
N 6.89899 15.37713 -25.10626
H 9.19859 16.24589 -24.28407
H 9.43586 17.59105 -25.48129
H 9.33803 16.04061 -26.06802
H 7.05611 17.39108 -24.61407
H 7.31597 16.64207 -27.58030
H 7.36006 18.24839 -26.88530
H 4.75985 19.22698 -26.88256
H 4.03420 17.88628 -27.93380
H 5.57155 18.67639 -28.30844
H 7.17428 14.82176 -25.91887
H 5.88460 15.40880 -25.21871
C 9.17889 16.42810 -12.72596
C 8.32535 16.98507 -13.85154
C 7.71598 15.88819 -14.74907
O 8.68102 15.07434 -15.39225
C 9.34760 15.71531 -16.44379
N 7.19164 17.74287 -13.26773
H 8.54860 15.73652 -12.15052
H 9.54581 17.17019 -12.02242
H 9.96590 15.77409 -13.10695
H 8.84666 17.73745 -14.44513
H 7.16900 16.41596 -15.54619
H 6.98970 15.28589 -14.20574
H 10.10500 15.08561 -16.91072
H 9.74953 16.68830 -16.16844
H 8.63752 15.83755 -17.27986
H 6.68001 17.16260 -12.61222
H 6.55997 17.94460 -14.04994
C 12.83383 13.39074 -19.90100
C 12.80256 12.86080 -21.33572
C 14.00968 13.29838 -22.14066
O 13.88069 14.64835 -22.54570
C 14.91797 15.13443 -23.37953
N 12.67680 11.38480 -21.27620
H 13.83544 13.31575 -19.47786
H 12.05627 12.96081 -19.26858
H 12.55308 14.44879 -19.90650
H 11.87813 13.20096 -21.81139
H 14.04082 12.74009 -23.09448
H 14.94756 12.96286 -21.67317
H 15.72942 15.49074 -22.73759
H 14.49122 16.01061 -23.86866
H 15.31055 14.44509 -24.12976
H 13.09847 11.05936 -20.41287
H 13.21536 10.97006 -22.03117
*
```



Most stable: #a. Least stable: #b.